Here is C21H33F5N6O27 as an isolated structure in a non-equilibrium geometry from OMol25. Energies are from wB97M-V/def2-TZVPD.

XYZ file:
```
92
Properties=species:S:1:pos:R:3:forces:R:3
C -0.171 -1.119 -4.524 -0.8 -1.4 -0.6
C 0.232 -1.234 -3.084 1.5 0.0 -5.5
O 1.600 -1.211 -3.193 2.4 -0.7 0.5
C 1.890 -0.342 -4.125 4.5 2.1 -1.9
O 2.994 0.220 -4.308 -4.4 -2.9 0.1
O 0.827 -0.173 -4.889 -1.1 0.8 -1.9
F -0.139 -2.389 -2.512 1.6 -4.5 -3.8
H -1.191 -0.735 -4.543 1.2 -1.1 -1.4
H -0.198 -2.012 -5.149 1.0 -0.3 0.1
H -0.081 -0.366 -2.505 1.8 -1.0 -3.2
C -1.013 2.972 2.881 -0.6 4.0 1.9
C -1.268 4.205 2.107 -0.9 0.1 1.9
O -1.395 3.696 0.874 -1.6 -0.5 -3.4
C -0.833 2.460 0.828 -0.6 1.0 -4.6
O -0.742 1.820 -0.225 -2.6 5.5 5.4
O -0.363 2.170 1.970 1.4 1.3 -2.6
F -0.210 4.975 2.122 2.4 1.9 0.1
H -1.980 2.567 3.178 0.0 0.0 0.1
H -0.373 3.201 3.733 -0.2 0.2 -0.1
H -2.089 4.789 2.521 -0.5 -0.1 -0.7
C -0.486 -0.461 3.214 1.4 -1.1 3.2
C -0.008 0.909 3.647 -1.5 -4.2 -0.3
O 1.195 0.977 2.958 1.9 3.6 1.5
C 1.445 -0.005 2.195 -0.5 -4.3 1.1
O 2.414 -0.142 1.483 -2.1 -7.6 15.2
O 0.505 -0.976 2.358 -1.2 7.3 5.8
F 0.241 0.920 4.926 0.9 0.6 3.1
H -1.475 -0.362 2.766 4.1 -2.5 3.2
H -0.593 -1.122 4.074 0.9 1.2 0.4
H -0.784 1.639 3.418 1.8 -3.3 2.7
C 2.223 -4.080 1.346 0.2 0.7 -1.3
C 1.255 -3.195 2.083 0.0 0.3 -0.7
O 1.004 -2.119 1.133 2.2 -6.1 -6.8
C 1.618 -2.327 -0.062 2.4 0.4 -1.0
O 1.696 -1.516 -1.008 0.9 -6.6 3.8
O 2.367 -3.443 0.050 0.3 0.1 -0.8
F 1.703 -2.644 3.238 2.4 -1.0 -0.9
H 1.768 -5.036 1.087 0.5 -0.2 0.7
H 3.217 -4.070 1.794 -0.2 -0.5 0.1
H 0.297 -3.664 2.312 1.4 0.0 -0.2
C 4.503 0.955 0.280 0.2 -0.4 -0.7
C 3.056 0.649 0.011 4.7 -0.5 -5.2
O 2.900 0.767 -1.373 4.2 -1.8 -0.1
C 3.978 1.414 -1.879 1.1 -0.2 -2.6
O 4.029 1.795 -3.034 3.3 -0.7 2.9
O 4.877 1.608 -0.925 1.0 1.1 -0.3
F 2.305 1.473 0.691 0.6 9.4 -1.8
H 5.146 0.075 0.289 -0.2 -0.1 0.8
H 4.582 1.617 1.143 0.4 -0.1 -0.2
H 2.723 -0.347 0.305 2.9 0.1 -4.1
C -1.534 -2.817 1.927 -0.5 -3.7 0.6
N -1.426 -2.727 3.388 2.2 -2.8 0.4
O -2.360 -2.460 4.038 -2.5 0.5 1.9
O -0.310 -2.971 3.884 -2.8 -0.6 0.6
H -1.050 -1.917 1.547 0.3 -2.3 -0.2
H -2.605 -2.790 1.725 1.1 -1.9 -0.4
H -1.156 -3.817 1.714 0.3 0.2 -0.5
C 0.732 0.387 -0.403 0.8 -1.5 1.2
N -0.383 -0.559 -0.358 0.9 2.2 0.5
O -0.996 -0.689 0.707 4.0 -0.1 -4.3
O -0.635 -1.119 -1.405 -3.7 4.2 12.3
H 0.885 0.658 -1.448 -0.7 -2.6 2.1
H 1.631 -0.094 -0.019 -3.7 0.0 -1.7
H 0.653 1.298 0.192 0.5 -2.6 -0.8
C -3.086 0.146 0.246 1.4 2.1 2.7
N -2.456 -0.164 1.584 -7.9 2.0 -1.6
O -2.787 -1.277 1.995 -2.9 6.4 0.7
O -1.969 0.731 2.277 -6.4 2.5 -2.7
H -2.993 1.195 -0.038 -0.2 -1.1 1.4
H -4.132 -0.157 0.296 1.4 1.5 1.8
H -2.554 -0.550 -0.402 -0.7 1.5 0.4
C -2.363 1.624 -1.844 -1.0 0.8 -2.2
N -1.214 1.130 -2.674 -2.5 1.8 -0.6
O -1.478 0.463 -3.665 -2.1 3.1 2.0
O -0.129 1.595 -2.472 -3.3 -1.3 -1.6
H -2.530 2.581 -2.337 -0.5 0.0 -0.2
H -2.074 1.875 -0.823 -0.7 -0.1 -2.3
H -3.193 0.927 -1.957 0.2 0.4 -0.5
C -2.739 -2.230 -1.276 -1.3 -2.7 0.6
N -3.937 -1.484 -1.612 -1.7 -1.2 0.6
O -4.216 -1.535 -2.789 -0.6 1.3 0.4
O -4.619 -1.011 -0.659 -2.6 -4.1 -5.7
H -3.021 -3.267 -1.456 -0.1 -0.1 -0.7
H -2.655 -2.276 -0.190 0.5 0.5 -0.3
H -1.868 -1.931 -1.860 -1.9 -0.8 0.3
C 1.949 2.367 -2.047 -1.8 4.0 -0.2
N 1.170 3.570 -2.404 2.3 1.0 3.0
O 0.453 3.466 -3.328 -1.8 1.8 -2.7
O 1.381 4.595 -1.721 -0.8 -0.7 -0.9
H 2.563 2.224 -2.937 -1.4 0.1 0.0
H 1.274 1.535 -1.848 2.5 3.9 -0.8
H 2.581 2.693 -1.221 -0.9 0.8 -0.2
```
Forces are in eV/Å.

Properties
* E_HOMO: -9.37 eV
* energy relative to the best compared isomer or geometry (same formula, charge and spin): 48.076 eV
* E: -3677.106999 Eh